1.
ORCA calculation (ωB97M-V/def2-TZVPD) on 5 unconnected molecules or ions with the total composition C44H51IN4O20PS in a non-equilibrium geometry.

Computed properties:
Multiplicity ... 1
Total charge ... +1
Electronic energy ... -4468.07940 Ha
Gap between HOMO and LUMO ... 7.1 eV
HOMO energy ... -0.3970 Eh
Max |F| ... 2.07 eV/A

Geometry as XYZ:
```
122
Properties=species:S:1:pos:R:3:forces:R:3:mulliken_charge:R:1
I -0.5905 0.3755 -1.8906 -0.22 -0.05 0.08 0.068
S -4.8337 -0.6564 -2.9250 0.50 0.43 -0.22 1.322
P 0.6118 -2.4727 3.9388 0.50 0.19 0.43 -0.347
O 5.9341 1.1018 -1.6787 -0.03 0.03 0.14 -0.585
O 0.7500 3.9154 -13.0698 0.06 -0.07 -0.11 -0.614
O 2.7828 -0.2174 4.8756 0.10 0.39 1.16 -0.520
O 6.4327 2.0781 1.4909 -0.09 -0.08 -0.01 -0.564
O 5.6011 2.6188 -6.1122 -0.08 0.03 -0.06 -0.582
O 3.0885 3.9974 -8.3397 -0.05 0.04 0.06 -0.692
O -3.6907 -0.4672 -3.7567 0.06 -0.15 -0.01 -0.547
O 0.7278 5.0833 -8.5191 0.00 0.01 0.04 -0.573
O -1.0890 7.9112 4.1444 -0.02 0.02 0.04 -0.553
O 4.0325 1.9713 5.5261 -0.16 -0.11 0.13 -0.640
O 1.4196 -1.2657 3.1942 -1.56 -1.00 -0.93 -0.184
O -2.3782 6.3030 5.7708 0.01 0.13 0.01 -0.588
O 2.9755 2.5806 -6.0383 0.09 -0.09 0.10 -0.547
O -5.7198 0.4347 -2.7063 -0.34 -0.04 -0.01 -0.617
O -5.6924 -1.8572 -3.5069 -0.31 -0.05 0.12 -0.494
O -1.4216 2.5415 3.1200 0.08 -0.11 -0.11 -0.351
O 3.3123 1.1359 -1.5890 0.09 -0.10 0.18 -0.395
O -0.0712 4.1319 1.5501 -0.05 -0.14 -0.03 -0.543
O 3.0823 2.7640 -12.8688 0.00 -0.01 -0.05 -0.564
O 5.0935 -0.1407 0.8088 0.13 0.26 -0.02 -0.685
N -5.3112 -2.4951 6.0509 0.08 -0.22 -0.03 -0.632
N -1.8792 -1.0724 1.9402 0.62 0.64 0.51 0.919
N -2.5565 -2.1446 3.8863 -0.77 0.16 0.06 0.176
N -0.5847 -2.8523 2.7079 -0.39 -0.09 -0.49 1.037
C 5.3049 2.1430 3.5405 -0.07 0.01 0.12 -0.955
C 3.8809 -0.2845 2.8004 0.09 -0.22 0.02 -0.593
C -4.2736 -1.2748 -1.3451 0.27 -0.02 0.34 -1.086
C -0.4212 -6.4783 1.7987 0.03 0.19 -0.38 -0.535
C 0.0100 -7.3172 0.7773 -0.13 0.59 0.12 -0.838
C 0.5963 4.5627 -10.8044 -0.07 0.01 -0.12 -0.977
C 0.6337 0.9537 0.8024 -0.38 0.35 -0.34 -1.963
C 5.2930 1.5234 -2.7627 0.15 -0.10 -0.24 0.212
C -0.1746 -4.5580 0.3692 -0.01 -0.59 0.03 -0.170
C -3.0576 -0.2035 2.0333 -1.22 -0.15 -0.21 -0.925
C 3.0035 1.8606 -3.8073 -0.07 -0.07 0.09 -1.298
C 1.7600 -3.8432 3.6560 -0.45 0.02 -0.05 -1.332
C 5.5539 1.5822 2.3462 0.07 0.10 -0.03 0.201
C 3.2223 3.3060 -10.5911 0.09 -0.03 0.14 -1.068
C 3.6415 0.2759 3.9888 0.88 0.18 -0.75 0.143
C -4.3163 -0.1804 -0.2810 -0.48 -0.22 0.11 -0.888
C -2.5985 -4.3123 2.7494 0.42 -0.04 0.14 -1.682
C -1.3724 3.8352 3.4522 -0.25 0.00 0.26 -0.042
C 5.1262 2.2849 -5.0466 0.20 -0.03 0.14 1.186
C -1.9750 4.3348 4.5342 -0.05 0.01 0.11 -0.846
C 0.2611 -5.4010 -0.6539 -0.13 -0.07 0.16 -1.013
C -4.7149 -3.4404 3.8596 -0.05 -0.47 0.09 -0.701
C -0.7145 0.4505 0.2647 0.91 0.06 -0.24 -1.318
C -0.5266 -5.0968 1.6015 0.30 -0.32 -0.01 -0.087
C -3.1857 -3.4957 3.8916 -0.01 -0.14 -0.04 0.612
C 3.7898 1.4839 -2.6574 -0.21 0.13 -0.17 1.157
C -1.1134 6.6292 3.8370 0.09 0.02 -0.13 0.269
C -0.5104 6.1160 2.7524 0.09 -0.03 -0.11 -1.150
C -4.1882 -0.7598 1.1453 0.47 0.12 -0.51 -0.745
C 4.3356 1.5376 4.4305 0.19 0.16 -0.14 0.883
C 0.3481 -6.7736 -0.4588 -0.12 0.06 0.39 -0.457
C -1.0622 -4.2700 2.7457 -0.40 -0.04 -0.19 0.004
C 1.2331 3.9525 -11.9555 -0.20 0.15 0.21 0.997
C -0.9750 -0.9614 0.7774 -0.31 0.08 -0.79 -0.678
C 5.9140 1.9220 -3.8796 0.06 0.05 -0.05 -0.983
C 1.2305 4.5555 -9.6244 -0.14 0.07 -0.08 0.365
C 4.8393 0.3295 1.9010 0.01 -0.08 -0.01 1.045
C -5.3533 -3.7012 5.2086 0.05 0.54 0.49 -0.864
C 2.5925 3.9334 -9.4535 0.21 -0.14 -0.21 1.101
C -1.8775 5.7632 4.8075 -0.06 -0.30 0.01 1.014
C 2.5881 3.3098 -11.7740 0.14 -0.04 0.08 0.372
C 3.6182 2.2293 -4.9447 -0.12 0.03 0.09 0.386
C -0.5911 4.6967 2.4982 0.05 0.28 -0.04 1.036
C -1.6797 -1.9887 2.8255 0.62 -0.16 0.19 -1.323
H -1.4958 1.1798 0.4189 -0.27 -0.12 0.16 0.980
H -5.0702 -4.2242 3.1937 -0.01 -0.06 -0.26 0.524
H -3.5955 0.6003 -0.4968 0.25 0.07 -0.03 0.258
H -2.8880 -3.9894 4.8148 0.12 -0.04 0.21 0.419
H -4.8652 -4.5489 5.6974 0.08 -0.25 -0.10 0.406
H -0.6940 -6.9088 2.7509 0.00 -0.03 0.20 0.457
H 0.5214 -4.9890 -1.6147 0.06 0.12 -0.13 0.476
H 6.4500 1.5088 0.7003 0.05 0.02 -0.04 0.361
H -0.8870 2.4632 2.3052 0.13 0.13 -0.02 0.185
H -3.2657 -1.6457 -1.5083 0.17 -0.05 -0.11 0.332
H -0.3796 5.0068 -10.9386 0.00 0.01 0.02 0.432
H 3.6396 2.8248 -6.7179 -0.08 0.11 -0.07 0.332
H -2.0796 -1.9522 4.7587 0.19 0.01 0.04 0.519
H -4.8886 -2.1104 -1.0204 -0.28 -0.04 -0.07 0.639
H 0.0416 6.7262 2.0522 0.00 0.03 0.01 0.468
H -5.1312 -0.6361 1.6635 -0.13 0.09 0.17 0.558
H -4.3511 -2.2335 6.2431 0.09 0.06 -0.05 0.193
H 3.3929 -1.1911 2.4698 0.22 0.18 -0.02 0.406
H 0.0725 -8.3742 0.9677 0.06 -0.22 -0.09 0.433
H 2.8209 0.3856 5.6457 0.06 0.17 0.14 0.360
H 1.9345 -4.0497 2.6050 0.10 0.03 -0.14 0.358
H 0.6558 2.0378 0.7813 0.09 0.16 0.10 0.614
H -5.6995 -2.7205 6.9583 -0.16 0.11 0.07 0.261
H 4.1935 2.8526 -10.4517 0.01 0.00 -0.03 0.450
H 2.4228 2.9165 -13.5742 -0.04 0.02 -0.02 0.372
H -0.0090 -1.3797 1.0086 0.06 -0.22 0.34 0.798
H -6.3962 -3.9712 5.0880 -0.20 -0.01 -0.12 0.481
H -4.0297 -1.8318 1.0575 -0.05 -0.27 0.17 0.113
H 1.3911 4.9381 -7.8174 0.05 -0.02 0.02 0.358
H 6.9908 1.9534 -3.9673 0.00 -0.02 0.01 0.463
H -5.2941 0.2770 -0.3763 -0.09 0.28 0.04 0.703
H -1.5945 8.0155 4.9735 -0.02 0.00 0.03 0.370
H 1.5945 -0.5661 3.8335 -0.10 0.11 0.30 0.374
H -2.9850 -3.9987 1.7796 -0.08 0.14 -0.16 0.105
H 5.2517 0.7827 -1.0544 -0.07 -0.07 0.06 0.297
H -5.0663 -2.4863 3.4824 0.00 0.19 -0.14 -0.023
H 0.8147 0.5775 1.8050 -0.03 0.08 0.19 0.457
H -0.7505 -4.7519 3.6708 0.10 0.04 0.27 0.700
H 1.3615 -4.7240 4.1453 0.13 -0.29 0.08 0.460
H -2.8621 -5.3558 2.8711 -0.27 -0.17 -0.03 0.833
H -2.5400 3.7248 5.2252 0.00 0.00 0.00 0.456
H 1.4393 0.6295 0.1545 0.24 -0.23 0.03 0.660
H 1.9284 1.8253 -3.7070 -0.03 0.03 -0.07 0.414
H 2.6744 -3.5540 4.1584 0.27 0.01 0.09 0.523
H 0.6702 -7.4286 -1.2493 0.11 -0.02 -0.21 0.426
H -2.8437 0.8313 1.8090 0.41 0.03 -0.20 0.290
H 5.8079 3.0392 3.8748 0.02 0.00 -0.02 0.482
H -1.3974 -1.6002 0.0072 -0.30 0.01 -0.15 0.543
H -5.4644 -2.6950 -3.0879 0.09 -0.14 -0.17 0.388
H -3.4264 -0.2142 3.0454 0.29 -0.14 0.32 0.705
H -0.2402 -3.4986 0.2066 0.06 0.23 -0.06 0.660
```
Forces are in eV/Å.


2.
ORCA calculation (ωB97M-V/def2-TZVPD) on a single C12H17N2P molecule in a non-equilibrium geometry.

Computed properties:
Multiplicity ... 1
Electronic energy ... -918.08986 Ha
Gap between HOMO and LUMO (spin up / spin down) ... 8.2 / 7.2 eV
HOMO energy (spin up / spin down) ... -0.3055 / -0.2992 Eh
ΔE to the lowest compared entry with this formula, charge and spin ... 482.87 kJ/mol
Max |F| ... 3.57 eV/A

Geometry as XYZ:
```
32
Properties=species:S:1:pos:R:3:forces:R:3:nbo_charge:R:1
P 2.2616 -2.0007 -0.3904 0.24 0.90 -0.42 1.000
N 5.8017 -0.1045 -0.4718 -1.92 -1.05 0.29 -0.323
N 0.8376 -0.9838 -0.2336 1.90 -2.29 -0.33 -0.699
C 2.5362 2.1636 0.8580 -3.03 -0.10 1.68 -0.527
C 0.9011 0.3225 0.1392 -0.73 1.10 0.10 -0.006
C 1.5920 3.0981 0.0818 0.60 0.00 -1.72 -0.381
C -0.3579 -1.7670 -0.0378 -1.37 0.17 0.61 0.123
C 0.0969 2.7202 0.3301 0.06 -0.70 -1.84 -0.400
C 1.9702 0.8623 0.6344 1.81 -1.98 -0.56 0.248
C -0.9582 -1.4396 1.3659 -0.81 2.86 -1.97 -0.614
C -1.3768 -1.4901 -1.1384 -1.63 -1.75 0.84 -0.627
C 0.0242 -3.2166 0.0485 -1.46 -1.03 2.15 -0.627
C -0.2670 1.2567 -0.1631 0.51 1.25 -1.76 -0.419
C 4.7668 -0.6364 -0.2561 2.91 1.39 -0.04 0.175
C 3.5638 -1.1526 0.0638 -2.18 1.67 0.15 -0.656
H -1.8497 -2.4031 -1.5457 0.44 -0.01 0.31 0.217
H -2.0553 -1.5442 1.4778 0.73 -0.42 -0.14 0.219
H -0.7187 -0.3661 1.5527 -0.49 -0.86 0.22 0.213
H 1.9612 3.0359 -0.9955 -1.06 0.07 1.03 0.208
H 2.2933 2.3428 1.9304 1.22 0.29 -0.30 0.218
H -0.9831 -1.0114 -1.9751 0.70 1.16 -1.20 0.223
H -0.9852 -3.7201 0.2218 1.49 0.13 0.21 0.224
H -0.6000 3.4463 -0.1899 0.80 -0.71 0.95 0.226
H 0.7928 -3.3229 0.9248 -1.75 -0.42 -1.45 0.223
H -2.2326 -0.9865 -0.7025 -0.03 0.62 -0.29 0.210
H 1.7839 4.1204 0.3910 -0.15 0.24 0.09 0.218
H 3.5442 2.1173 0.5750 1.59 0.69 -0.14 0.258
H -1.2651 0.9038 0.1368 0.54 0.29 0.36 0.228
H 0.4358 -3.6281 -0.8330 0.42 -0.50 -0.93 0.225
H -0.0070 2.6897 1.3935 -0.51 0.50 0.82 0.201
H -0.3857 -1.9643 2.0264 1.00 -1.55 2.27 0.208
H -0.3453 1.2748 -1.2939 0.15 0.03 1.00 0.216
```
Forces are in eV/Å.